Entry from the Open Molecules 2025 dataset: the molecule C3H5F (the ωB97M-V functional and the def2-TZVPD basis).

Values from the calculation:
strongest force on any atom = 4.410 eV/Å
energy = -217.11806 Eh
HOMO-LUMO gap = 10.8687 eV
SMILES string = C=C(C)F
HOMO level = -9.8 eV
LUMO level = 1.06 eV

Each line ends with the Löwdin charge.
Geometry (Å):
C -0.03 -1.20 -0.73  0.055
C 0.10 0.08 -0.36  -0.380
C -0.02 0.79 0.94  -0.033
F 0.72 0.95 -1.30  -0.037
H 0.05 -1.43 -1.72  0.018
H -0.78 -1.88 -0.20  0.098
H 0.97 1.06 1.21  0.069
H -0.64 1.69 0.60  0.120
H -0.37 -0.05 1.57  0.090